No. 1
Formula: C42H33BrIN5O2PRh
Source: the OMol25 dataset
Level of theory: ωB97M-V/def2-TZVPD

XYZ file:
```
86
Properties=species:S:1:pos:R:3:forces:R:3:mulliken_spin:R:1
Rh 0.30550 -0.85047 0.73678 -0.23 0.19 -0.38 2.244
Br -7.40613 -1.59055 1.76385 0.82 0.28 -0.09 0.069
C -5.59709 -1.07329 1.55225 -0.95 -0.06 0.20 0.226
C -5.18819 0.23156 1.87887 0.14 0.26 0.10 -0.072
C -3.88102 0.59267 1.73960 -0.45 0.37 0.08 0.160
C -2.89786 -0.30007 1.20815 0.59 0.29 -0.17 0.043
O -1.72003 0.11360 0.99134 -1.22 -0.69 0.46 0.489
C -3.33088 -1.64772 0.93137 -0.81 0.19 0.22 0.092
C -2.42454 -2.68439 0.56723 0.84 -1.05 -0.23 -0.036
N -1.14748 -2.59660 0.42510 -0.82 0.84 0.37 0.168
C -0.42554 -3.75476 0.16693 0.08 -1.06 -0.36 0.025
C -0.85745 -4.74782 -0.69174 0.14 0.51 0.32 0.033
C -0.14736 -5.94805 -0.79647 0.28 -0.32 0.11 -0.013
C 0.93404 -6.19468 0.00939 -0.15 0.02 -0.11 0.035
C 1.39854 -5.20928 0.90824 -0.31 0.40 -0.06 -0.009
C 2.44170 -5.42163 1.83353 0.09 0.34 0.09 0.007
C 2.82146 -4.39883 2.66299 -0.06 -0.32 -0.12 -0.005
C 2.18918 -3.15177 2.53810 0.02 -0.05 0.00 0.000
N 1.20244 -2.92487 1.70361 -0.18 0.49 -0.02 0.069
C 0.76140 -3.94114 0.92722 0.07 -0.58 -0.16 -0.043
C -4.67179 -1.99837 1.11531 0.99 -0.26 -0.30 -0.027
H -5.91462 0.93528 2.25312 -0.06 0.08 0.06 0.002
H -3.55838 1.58237 2.01742 0.08 0.11 0.01 0.007
H -2.89138 -3.66924 0.47909 0.09 -0.02 -0.06 0.009
H -1.75075 -4.60481 -1.28285 -0.05 0.08 -0.06 0.000
H -0.49072 -6.70016 -1.49044 0.01 -0.08 -0.03 0.000
H 1.43851 -7.14840 -0.02429 0.05 -0.10 -0.02 0.001
H 2.91810 -6.38878 1.88233 0.09 -0.09 0.01 0.000
H 3.59955 -4.53544 3.39765 0.05 0.03 0.03 0.000
H 2.51631 -2.32432 3.15734 -0.01 -0.02 0.00 0.001
H -4.97917 -3.01664 0.93233 -0.04 -0.11 -0.07 0.003
I 2.82225 0.10681 1.65350 0.82 0.28 -0.03 0.135
C 3.65270 1.49975 0.29055 0.24 -0.39 0.08 0.001
C 4.94883 1.24706 -0.08751 -0.61 -0.20 0.36 0.009
C 5.67656 2.21386 -0.78782 -0.04 0.43 -0.13 -0.006
C 5.11325 3.43862 -1.01212 0.20 -0.28 0.00 0.012
C 3.77526 3.70578 -0.65695 -0.13 -0.26 0.12 -0.005
C 3.23128 4.98272 -0.89924 -0.31 0.04 0.04 0.010
C 1.90906 5.23593 -0.66060 0.36 0.13 -0.14 -0.001
C 1.08048 4.19924 -0.22997 0.24 -0.41 0.13 0.034
C 1.58112 2.94813 0.09310 -0.49 0.12 -0.06 -0.011
P 0.28660 1.73535 0.58335 0.22 0.32 -0.11 0.215
C -0.01802 2.19030 2.33099 -0.12 0.05 -0.35 -0.004
C 0.02789 3.51218 2.76454 -0.06 -0.15 0.03 0.004
C -0.04284 3.79856 4.11747 -0.01 0.12 0.08 0.001
C -0.13886 2.77769 5.04742 -0.02 0.01 -0.04 0.001
C -0.18030 1.45881 4.62233 -0.02 -0.09 0.04 0.007
C -0.12378 1.16852 3.27372 -0.12 -0.12 -0.19 0.059
C -1.02055 2.27857 -0.57469 0.07 -0.19 0.21 -0.004
C -0.73702 2.00489 -1.91311 0.05 -0.01 0.18 0.012
C -1.64196 2.33114 -2.90316 -0.04 0.00 -0.04 -0.008
C -2.84004 2.93968 -2.56166 -0.09 -0.02 0.00 0.012
C -3.11937 3.22400 -1.23395 -0.13 0.03 -0.02 -0.005
C -2.21866 2.89335 -0.23490 0.23 -0.08 -0.04 0.025
C 2.96856 2.68589 -0.05915 0.10 0.23 -0.09 0.005
H 5.41786 0.31323 0.17787 0.04 -0.10 0.03 0.001
H 6.68430 1.99526 -1.10366 0.10 0.02 0.01 0.000
H 5.67872 4.22540 -1.48388 0.12 0.11 -0.08 0.000
H 3.88663 5.74882 -1.28382 0.03 0.12 -0.08 0.000
H 1.48713 6.21228 -0.83457 -0.01 0.13 -0.08 0.000
H 0.01773 4.39068 -0.16240 0.06 0.02 0.00 -0.001
H 0.14312 4.32188 2.06014 0.01 0.02 0.00 0.000
H 0.00100 4.82592 4.44517 -0.01 0.09 0.04 0.001
H -0.17390 3.00668 6.10037 0.00 0.03 0.12 0.000
H -0.23895 0.65690 5.34012 -0.03 -0.10 0.13 0.000
H -0.14699 0.12390 2.94213 -0.02 0.29 0.24 -0.034
H 0.20845 1.54284 -2.16783 0.05 0.04 -0.05 0.003
H -1.40985 2.12051 -3.93740 0.01 0.02 -0.09 0.000
H -3.55440 3.19596 -3.32798 -0.07 0.07 -0.08 0.001
H -4.04341 3.71503 -0.97461 -0.14 0.08 0.02 0.000
H -2.43471 3.13695 0.79625 0.02 0.02 0.08 0.003
C -0.50127 -1.83673 -5.00902 -0.23 -0.24 -0.14 0.001
N 0.06977 -1.41488 -3.75551 -0.23 0.17 -0.06 0.001
C 1.49418 -1.32320 -3.53406 0.44 0.00 0.01 -0.002
C 1.55273 -1.04113 -2.03672 0.14 0.06 -0.35 -0.021
O 2.52229 -0.83219 -1.34645 0.21 -0.20 -0.40 0.010
N 0.26990 -1.02705 -1.57339 -0.40 0.05 0.90 0.060
C -0.56444 -1.23685 -2.59335 0.62 0.05 0.17 0.013
N -1.89143 -1.26881 -2.44380 -0.10 -0.12 -0.09 -0.003
H 0.21344 -1.63685 -5.80411 -0.09 0.07 -0.01 0.000
H -1.42409 -1.29799 -5.22437 0.05 0.06 -0.07 0.000
H -0.71293 -2.90775 -4.99641 -0.02 -0.02 -0.08 0.000
H 1.94523 -0.51601 -4.11848 -0.02 -0.03 0.09 0.001
H 2.01015 -2.25296 -3.78191 0.00 -0.03 0.04 0.000
H -2.26208 -0.93105 -1.56753 0.09 0.06 -0.18 -0.007
H -2.48295 -1.21901 -3.25626 -0.05 0.00 0.05 0.000
```
Forces are in eV/Å.

Computed properties:
HOMO (alpha / beta) (hartree): -0.444 / -0.462
Frontier orbital gap (alpha / beta) (Eh): 0.2331 / 0.1631
Expectation value of S²: 6.0597
Electronic energy (eV): -146061.9700
Charge: +2
Multiplicity: 5

No. 2
Formula: C42H33N11OSSeV
Source: the OMol25 dataset
Level of theory: ωB97M-V/def2-TZVPD

XYZ file:
```
90
Properties=species:S:1:pos:R:3:forces:R:3:mulliken_spin:R:1
V 0.09830 0.23461 0.03126 0.41 0.90 -0.11 1.962
C -1.12140 2.61578 3.53508 -0.91 -0.31 -0.63 -0.005
C -2.06137 3.56385 3.08850 0.43 0.07 0.14 0.002
C -2.28368 3.62104 1.73605 0.12 -0.50 0.62 -0.001
C -1.63353 2.74443 0.84277 -0.23 0.28 -0.16 0.019
N -0.77225 1.79862 1.24108 -0.78 0.24 1.80 -0.012
C -0.62557 1.73156 2.61002 0.95 0.38 -0.36 -0.005
N -2.03933 2.87423 -0.45977 -0.31 0.10 0.82 0.003
C -1.33422 2.39869 -1.40294 -0.77 -0.13 -1.65 -0.011
N -0.13194 1.76946 -1.40599 0.58 -0.55 0.25 0.029
C 0.27814 1.63721 -2.73860 -3.03 1.14 1.73 0.005
N 1.31312 1.13647 -3.18591 2.38 -1.14 -0.74 0.003
C 2.24470 0.53912 -2.36981 1.46 0.45 -1.55 0.023
C 3.54914 0.48681 -3.01041 -1.11 -0.98 2.07 0.002
C 4.52326 -0.29391 -2.46438 0.36 -0.44 0.07 -0.001
C 4.20107 -1.01354 -1.28754 -0.29 -0.17 0.31 -0.001
C 2.96141 -0.81707 -0.70519 -0.10 -0.65 0.52 -0.004
N 1.96910 -0.03272 -1.20467 0.62 -0.05 -0.51 -0.019
C -0.79083 2.11947 -3.60581 -1.07 -0.32 -0.85 -0.008
C -0.90583 2.02908 -4.99813 0.11 0.00 1.41 0.002
C -2.12582 2.41013 -5.49392 -0.30 0.40 0.11 0.000
C -3.18519 2.83002 -4.66652 0.82 -0.32 -0.26 0.001
C -3.10116 2.87319 -3.28893 0.08 -0.09 0.10 -0.001
C -1.86766 2.48590 -2.79693 1.29 0.29 0.31 -0.001
H -0.87495 2.47560 4.57321 0.02 0.03 0.13 0.000
H -2.57522 4.22015 3.79992 0.21 -0.21 -0.42 0.000
H -3.02390 4.25231 1.31013 -0.34 0.55 -0.30 0.000
H 0.08503 1.01235 2.96584 -0.01 -0.42 0.00 -0.001
H 3.68812 0.98155 -3.92223 -0.04 0.72 -1.07 0.000
H 5.49717 -0.41472 -2.97894 -0.69 0.09 0.54 0.000
H 4.89077 -1.75089 -0.85545 -0.35 0.49 -0.16 0.000
H 2.60856 -1.33536 0.20334 0.76 0.03 -0.62 0.003
H -0.11575 1.63624 -5.62068 0.12 0.17 -0.01 0.000
H -2.20658 2.42281 -6.55811 -0.55 -0.03 -0.55 0.000
H -4.08146 3.11833 -5.12548 -1.19 0.36 -0.66 0.000
H -3.95618 3.16654 -2.65728 0.68 -0.16 -0.32 0.000
Se -5.29491 -0.35579 -5.37565 -0.38 0.59 0.17 0.000
N -3.62373 -0.80278 -5.17925 0.84 -0.61 0.58 0.000
C -3.33600 -0.73652 -3.88991 -0.48 -0.10 -0.89 -0.002
C -2.09733 -1.22841 -3.37350 0.32 0.13 -0.22 -0.006
C -1.19606 -1.87167 -4.22700 2.25 0.20 4.06 0.003
C 0.02228 -2.23636 -3.60409 0.25 -0.24 -0.69 -0.002
C 0.25644 -1.90396 -2.24084 0.69 -1.68 -1.28 0.015
N -0.64477 -1.32673 -1.50269 0.40 1.18 1.11 0.007
C -1.80942 -1.00126 -2.02558 -0.91 0.35 -0.89 -0.006
C -2.79664 -0.39109 -1.12870 -0.95 0.47 -0.25 0.003
N -2.36947 -0.16686 0.12877 0.12 -0.24 -0.50 0.006
C -3.24330 0.18164 1.07099 -0.79 -0.02 -2.55 0.013
C -4.59140 0.37116 0.73294 0.97 -0.64 -0.41 -0.001
C -5.03031 0.24911 -0.57707 0.68 -0.17 -0.11 0.003
C -4.12689 -0.09838 -1.58940 1.52 -0.39 0.93 -0.004
C -4.36119 -0.24933 -3.02733 -0.87 0.10 -0.53 -0.001
N -5.48270 0.02240 -3.66326 -0.55 0.17 1.03 0.000
H -1.43524 -2.04578 -5.21294 -0.35 -0.37 -2.01 0.000
H 0.82777 -2.75564 -4.18330 -0.88 0.54 0.67 0.000
H 1.16592 -2.17944 -1.67683 -0.50 0.00 -0.98 -0.001
H -2.81839 0.31920 2.01708 0.16 0.25 1.47 -0.001
H -5.29208 0.51136 1.50127 -0.83 0.45 0.89 0.000
H -6.06946 0.36010 -0.79370 -0.50 0.22 -0.23 0.000
C 5.30836 1.73904 2.70029 -1.20 0.66 -0.91 0.002
C 4.89332 0.56106 1.81827 -0.55 0.57 -0.47 -0.002
N 3.89302 -0.30225 2.41858 0.68 -0.01 -0.34 -0.002
C 4.42889 -1.41042 3.16397 0.29 -0.99 0.23 0.001
C 4.75174 -2.67635 2.34120 -1.38 0.65 -0.79 0.000
C 2.61072 -0.12264 2.21649 -0.72 -2.41 1.40 0.006
S 2.01158 1.17417 1.38160 -0.29 1.40 -0.72 -0.047
N 1.82424 -1.07907 2.87408 1.92 1.65 0.23 -0.002
C 0.70396 -1.44528 2.42449 -1.94 0.17 -1.37 0.000
O 0.30201 -1.27262 1.17878 0.02 -0.78 1.23 0.041
C -0.27111 -2.08330 3.33523 -0.57 -2.06 0.44 -0.005
C -1.56242 -2.40745 2.87295 0.81 0.41 1.21 0.001
C -2.39257 -3.16284 3.71263 -0.31 0.60 -1.45 0.000
C -2.03190 -3.58544 4.96265 0.45 -0.53 0.92 0.000
C -0.75455 -3.31763 5.40696 0.76 0.24 0.48 0.000
C 0.11988 -2.63211 4.59402 0.04 1.43 -0.86 -0.002
H 5.96052 2.37438 2.07683 -0.23 -0.06 0.52 0.000
H 5.80257 1.47158 3.61107 0.45 -0.35 0.43 0.000
H 4.38124 2.30596 2.98726 0.90 -0.32 -0.37 0.000
H 5.72721 -0.06236 1.52334 0.31 -0.12 0.04 0.000
H 4.40569 0.91995 0.89683 0.57 0.16 0.28 0.001
H 3.74697 -1.71960 3.93244 -0.39 0.17 0.40 0.000
H 5.28605 -0.98118 3.63345 0.89 -0.14 0.47 0.000
H 3.76279 -3.08953 2.01477 0.78 0.16 0.17 0.000
H 5.23992 -3.44301 2.93859 0.21 0.17 -0.06 0.000
H 5.30218 -2.41988 1.42024 0.11 -0.30 0.48 0.000
H -1.92582 -1.97915 1.94170 0.15 -0.51 0.06 0.002
H -3.32122 -3.39730 3.24975 -0.93 -0.30 0.24 0.000
H -2.60583 -4.15453 5.68964 -0.65 0.07 -0.70 0.000
H -0.43987 -3.63173 6.41561 -0.13 0.13 -0.67 0.000
H 1.09525 -2.36281 4.95267 0.41 -0.16 0.06 0.000
```
Forces are in eV/Å.

Computed properties:
HOMO (alpha / beta) (hartree): -0.389 / -0.391
Frontier orbital gap (alpha / beta) (Eh): 0.2710 / 0.2732
Expectation value of S²: 2.0140
Electronic energy (eV): -164396.0116
Charge: +1
Multiplicity: 3

No. 3
Formula: C42H34CsN3O6P2STe
Source: the OMol25 dataset
Level of theory: ωB97M-V/def2-TZVPD

XYZ file:
```
90
Properties=species:S:1:pos:R:3:forces:R:3:mulliken_charge:R:1
Cs 0.53230 0.06125 0.44598 0.85 -2.76 -3.00 2.234
O 4.12581 -2.87135 -0.26186 0.33 -0.02 0.01 -0.711
C 3.25096 -2.01830 -0.19437 -0.05 0.01 -0.14 -0.168
N 2.00347 -2.12018 0.25125 0.40 -1.36 -0.12 -0.141
C 1.58095 -2.62015 1.40279 0.63 -0.27 -0.34 0.162
O 2.22933 -2.75335 2.44139 0.04 -0.20 0.44 -0.791
C 0.09888 -2.90895 1.43518 -0.23 -0.50 0.70 0.639
C -0.40234 -3.55518 2.56463 0.14 0.04 0.01 -0.542
C -1.76123 -3.78434 2.66539 -0.09 -0.02 -0.13 -0.366
C -2.57982 -3.36096 1.62811 0.00 -0.04 0.13 -0.543
C -1.98241 -2.74101 0.53905 -0.53 -0.08 -0.23 -0.417
N -0.68278 -2.51886 0.43578 0.12 -0.52 -0.13 -0.300
C 3.47573 -0.66582 -0.85670 0.33 -0.34 -0.41 0.236
C 3.25773 -0.50972 -2.22573 0.09 -0.01 0.01 -0.356
C 3.51509 0.71725 -2.80865 0.05 -0.04 0.02 -0.468
C 3.97354 1.74998 -2.00510 0.06 0.01 -0.01 -0.679
C 4.13762 1.49958 -0.65219 0.17 0.42 -0.27 0.189
N 3.90439 0.32725 -0.08892 -0.02 -0.21 0.49 -0.194
H 0.29895 -3.85028 3.33171 0.01 0.04 0.02 0.475
H -2.17459 -4.29159 3.53099 -0.01 0.04 -0.02 0.437
H -3.65184 -3.49882 1.65444 -0.05 0.05 -0.08 0.423
H -2.58749 -2.40431 -0.29529 -0.15 0.04 0.05 0.402
H 2.91670 -1.35159 -2.81009 -0.07 -0.06 -0.01 0.455
H 3.37727 0.86905 -3.87341 -0.05 -0.02 0.03 0.395
H 4.19430 2.72472 -2.41688 -0.03 0.07 0.04 0.391
H 4.48146 2.28332 0.01356 -0.03 0.07 -0.03 0.314
O 0.41169 1.25732 2.46268 0.02 0.37 2.55 -1.062
P 0.36679 2.72162 2.42366 -0.02 3.10 1.09 0.912
C -1.00190 3.58408 1.53955 0.31 -0.64 -0.01 -1.175
P -2.14960 2.24670 1.07031 -1.03 1.46 0.48 1.059
O -1.65674 1.22042 0.14724 -1.47 0.26 -0.63 -1.063
C -3.60474 3.12141 0.42165 -0.08 0.06 0.16 0.376
C -3.84800 4.48578 0.57545 0.29 -0.30 0.01 -0.221
C -5.02308 5.03648 0.10263 -0.23 0.24 -0.09 -0.781
C -5.97233 4.23909 -0.51964 0.15 -0.14 0.06 -0.398
C -5.74058 2.87524 -0.66091 -0.33 0.29 -0.14 -0.414
C -4.56562 2.32427 -0.19725 0.35 -0.05 0.15 -0.305
C -2.70860 1.62209 2.67190 -0.33 -0.19 0.00 0.672
C -2.60109 0.26685 2.96141 0.22 0.31 -0.30 -0.346
C -3.00237 -0.21188 4.19175 -0.09 -0.10 0.36 -0.268
C -3.54691 0.64935 5.13417 0.04 0.00 -0.21 -0.818
C -3.71135 1.99364 4.82530 -0.14 -0.02 0.25 -0.620
C -3.29481 2.47795 3.60411 0.10 -0.06 -0.32 -0.596
C -0.16504 3.17433 4.16826 0.07 -0.35 -0.18 0.649
C -0.62668 4.40998 4.61058 0.12 -0.01 -0.18 -0.208
C -1.11798 4.56862 5.89453 -0.03 0.20 0.04 -0.757
C -1.15035 3.49352 6.76629 0.02 -0.03 0.15 -0.618
C -0.65323 2.26916 6.35433 0.00 0.03 0.20 -0.590
C -0.16129 2.11867 5.07196 0.10 -0.14 -0.04 -0.596
C 1.92539 3.64272 2.36885 -0.27 -0.17 -0.01 0.793
C 1.94587 5.02283 2.23942 0.01 -0.05 0.13 -0.313
C 3.15653 5.68951 2.21430 0.00 0.14 0.06 -0.832
C 4.34174 4.97983 2.31962 0.11 0.07 -0.02 -0.570
C 4.31753 3.59818 2.41990 0.16 0.00 0.05 -0.757
C 3.10939 2.92480 2.44099 -0.10 -0.08 0.07 -0.618
H -0.64546 4.12833 0.66555 0.04 -0.05 -0.01 1.056
H -1.50989 4.26459 2.21839 -0.07 -0.08 0.10 0.442
H -3.11020 5.12035 1.04609 0.03 0.07 0.02 0.336
H -5.20055 6.09858 0.21670 0.00 0.04 -0.01 0.378
H -6.88368 4.68144 -0.89783 -0.08 0.00 0.00 0.362
H -6.47692 2.24288 -1.13243 -0.04 -0.15 -0.07 0.357
H -4.37062 1.26852 -0.31374 -0.04 -0.20 -0.10 -0.073
H -2.19132 -0.39630 2.21489 0.06 -0.15 -0.06 0.351
H -2.88191 -1.26184 4.41589 -0.02 -0.09 0.00 0.498
H -3.84884 0.27608 6.10294 -0.04 -0.04 0.05 0.383
H -4.16728 2.66453 5.54201 0.03 0.02 0.04 0.432
H -3.43152 3.52309 3.35884 -0.02 0.09 0.05 0.327
H -0.60308 5.26439 3.94722 -0.05 0.11 -0.07 0.259
H -1.48280 5.53619 6.21518 -0.02 0.05 0.01 0.394
H -1.55506 3.61356 7.76317 -0.01 0.01 0.04 0.381
H -0.66198 1.42299 7.02719 -0.01 -0.06 0.06 0.453
H 0.21754 1.16265 4.73930 -0.07 -0.08 -0.02 0.384
H 1.02095 5.56939 2.12679 -0.03 0.07 -0.05 0.303
H 3.17696 6.76433 2.09312 0.00 0.05 0.01 0.383
H 5.28896 5.50356 2.31146 0.04 0.02 -0.04 0.380
H 5.24690 3.04692 2.46374 0.04 -0.08 0.04 0.466
H 3.06843 1.84416 2.47993 0.08 -0.08 0.01 0.479
O 1.15542 4.58861 -0.50645 -0.28 1.01 0.21 -0.663
C 1.21532 3.37251 -0.61122 0.46 -0.44 -1.61 -0.622
O 1.02921 2.48759 0.25835 0.33 1.30 0.19 -0.471
H 1.46149 2.95606 -1.63559 -0.07 0.14 0.44 0.298
Te -5.76497 -1.27007 -0.79152 0.03 0.67 0.44 -0.292
C -6.11516 -3.07199 -1.71840 -0.20 -0.61 0.15 -0.168
C -6.01116 -3.39069 -3.04303 0.12 0.46 -0.01 -0.381
C -6.28460 -4.73639 -3.34701 -0.17 -0.57 -0.17 -0.466
C -6.61825 -5.46882 -2.25326 -0.06 -0.01 0.54 -0.446
S -6.58756 -4.49089 -0.82159 0.17 0.18 -0.68 -0.179
H -5.73290 -2.64989 -3.77540 0.06 0.07 -0.07 0.366
H -6.23846 -5.15070 -4.34587 0.01 -0.03 -0.02 0.325
H -6.86523 -6.51138 -2.17690 -0.03 -0.19 -0.13 0.357
```
Forces are in eV/Å.

Computed properties:
HOMO (hartree): -0.055
Frontier orbital gap (Eh): 0.1862
Electronic energy (eV): -98118.7587
Charge: -2
Multiplicity: 1
ΔE to the lowest compared entry with this formula, charge and spin (kcal per mole): 64.1

Which of these has the lowest charge? C42H34CsN3O6P2STe

Which of these has the highest electronic energy? C42H34CsN3O6P2STe

Which of these has the highest electronic energy? C42H34CsN3O6P2STe

Which of these has the highest multiplicity? C42H33BrIN5O2PRh